Entry 1:
Computed, not measured: the molecule C5H6O2, with wB97M-V/def2-TZVPD.

```
13
Properties=species:S:1:pos:R:3
O -0.95 -1.38 1.68
C -0.67 -0.76 0.68
C -1.58 0.26 -0.01
O -0.78 0.96 -0.94
C 0.54 0.46 -0.91
C 1.44 0.44 0.31
C 0.63 -0.78 -0.09
H -2.03 0.96 0.70
H -2.39 -0.30 -0.51
H 1.02 0.56 -1.88
H 1.22 0.88 1.29
H 2.51 0.42 0.10
H 1.05 -1.71 -0.43
```

SMILES	O=C1CO[C@H]2C[C@@H]12
ΔE to the lowest compared entry with this formula, charge and spin	156.7	kJ/mol
maximum force	0.507	eV/A
Kohn-Sham gap	10.6	eV

***

Entry 2:
Computed, not measured: a cluster of 2 separate species, ClHNO2S in total at a distorted geometry, with wB97M-V/def2-TZVPD.

```
6
Properties=species:S:1:pos:R:3
N -1.43 -0.40 -0.17
O -2.16 -1.46 -0.34
O 1.10 1.93 -0.25
S 1.07 0.51 -0.56
Cl 2.71 -0.32 0.54
H -1.28 -0.25 0.78
```

charge	-1
ΔE to the lowest compared entry with this formula, charge and spin	346.9	kJ/mol
maximum force	5.154	eV/A
Kohn-Sham gap (spin up / spin down)	7.0 / 5.7	eV